Entry 1:
A structure of composition C5H10O3 in a non-equilibrium geometry, computed with ωB97M-V/def2-TZVPD.

Geometry as XYZ:
```
18
Properties=species:S:1:pos:R:3:forces:R:3
C 1.39689 -0.37558 -1.54813 0.016 -0.246 1.053
C 0.40737 0.65582 -1.06992 -0.164 1.419 -2.370
C 0.73668 1.95313 -0.89047 -0.309 -0.867 -0.008
H 0.15620 0.02566 0.47129 -1.516 -1.400 3.106
H 2.40061 -0.14526 -1.18151 -0.009 0.003 -0.195
H 1.11430 -1.34824 -1.13958 0.131 -0.118 -0.170
H 1.40040 -0.44060 -2.63476 -0.036 0.060 -0.011
H 1.76792 2.26619 -0.81021 0.118 0.021 0.027
H -0.02383 2.72019 -0.82286 -0.009 -0.011 0.185
C -0.61354 -0.69323 1.40643 1.355 1.260 -1.915
C -1.81605 0.06544 1.03621 0.201 0.416 -2.255
O -0.28670 -0.58270 2.73714 0.279 -0.042 0.091
O -0.59611 -1.97643 0.93550 -0.274 -0.816 -0.029
O -2.37761 -0.20705 -0.02708 -0.151 0.052 1.646
H 0.28975 -1.31718 2.99029 -0.062 0.169 -0.214
H -1.40306 -2.09227 0.40023 0.234 0.027 0.038
H -0.64673 0.44030 -1.35731 0.679 0.079 0.656
H -1.90648 1.05180 1.50474 -0.481 -0.007 0.365
```
Positions in Å, forces in eV/Å.

Net charge ... 0
Kohn-Sham gap ... 8.9 eV
Strongest force on any atom ... 3.73 eV/A
Energy above the lowest of the compared OMol25 structures with the same formula, charge and spin ... 82.83 kcal per mole

=====

Entry 2:
A structure of composition C7H15NO in a non-equilibrium geometry, computed with ωB97M-V/def2-TZVPD.

Geometry as XYZ:
```
24
Properties=species:S:1:pos:R:3:forces:R:3
C -1.08216 -0.70304 0.55429 -5.440 1.242 -0.788
C -0.43866 0.35632 -0.12862 5.927 -0.912 1.579
C 1.31868 -0.10304 0.71942 -1.549 1.507 -1.665
C -0.26255 0.33890 -1.62044 -0.199 -0.010 0.244
C 2.03243 -1.20425 -0.02817 0.003 -0.045 -0.014
C 2.04703 1.22248 0.70242 0.319 -0.110 0.245
C -2.88212 0.19602 0.12186 0.921 -1.830 1.440
O -1.04911 -1.99296 0.13915 0.167 -0.186 -0.206
N -3.11143 1.18693 0.86167 -0.019 -0.131 0.124
H -0.95556 -2.02802 -0.82172 0.045 0.030 0.114
H -1.16090 -0.64597 1.63515 0.083 0.044 -0.158
H -0.63170 1.32495 0.31568 -0.127 -0.053 -0.020
H 1.11327 -0.40690 1.74763 -0.363 0.044 -0.121
H -4.08434 1.51344 0.87832 0.220 0.066 -0.445
H -3.64184 -0.31501 -0.50314 0.128 0.118 0.022
H 0.59328 0.95122 -1.90363 -0.062 0.068 -0.045
H -0.08449 -0.65823 -2.02578 0.023 -0.051 0.025
H -1.15648 0.74051 -2.09797 -0.044 0.058 -0.147
H 2.22042 -0.92542 -1.06698 -0.030 0.004 -0.048
H 2.19946 1.58119 -0.31803 -0.002 -0.002 -0.015
H 3.01201 -1.41455 0.41868 -0.046 0.085 0.031
H 1.46789 -2.13736 -0.00766 0.027 0.031 -0.048
H 1.50117 1.98604 1.25892 -0.028 0.003 -0.044
H 3.03571 1.13677 1.16895 0.045 0.030 -0.061
```
Positions in Å, forces in eV/Å.

Net charge ... 0
Kohn-Sham gap ... 8.0 eV
Strongest force on any atom ... 6.20 eV/A
Energy above the lowest of the compared OMol25 structures with the same formula, charge and spin ... 110.49 kcal per mole

=====

Entry 3:
The ion C8H14N3 with charge +1 in a non-equilibrium geometry, computed with ωB97M-V/def2-TZVPD.

Geometry as XYZ:
```
25
Properties=species:S:1:pos:R:3:forces:R:3
C -2.02538 -1.26744 0.93104 1.874 -1.808 0.030
C -2.03266 -1.53134 -0.55318 -2.952 2.078 0.155
C -2.40475 1.09742 -0.11012 -1.345 0.868 1.402
C -1.11276 1.95471 -0.04874 0.481 1.068 0.113
C 1.34741 -0.95401 -0.18024 0.041 -0.692 -0.978
C 3.32315 0.17511 -0.21926 0.221 0.406 -0.991
C -1.57644 -0.15452 -0.00190 -0.878 -1.569 -0.074
C -0.38347 0.64715 0.03373 5.896 2.248 -0.080
N 2.71639 -1.07954 0.10150 1.508 -1.306 -0.245
N 0.97336 0.42006 0.06846 -2.498 0.765 0.155
N 2.28370 1.07650 0.36021 -1.264 -0.851 -0.120
H -2.85757 -1.09901 1.56114 -1.135 0.419 -0.048
H -1.29836 -1.89515 1.53295 -0.485 1.046 -1.006
H -1.23365 -2.09681 -0.87426 1.258 -1.484 -0.855
H -3.01257 -1.53046 -1.22550 2.319 0.063 1.707
H -2.98697 1.21812 0.85968 0.107 0.072 -1.672
H -2.97432 1.17959 -1.05730 0.109 0.144 0.862
H -0.93882 2.56905 -0.96597 0.176 -0.717 0.544
H -0.91506 2.66290 0.81220 -0.550 -0.940 -0.732
H 1.22235 -1.07883 -1.24034 -0.020 -0.086 -0.865
H 0.60222 -1.61843 0.22996 0.508 -0.451 0.860
H 4.29693 0.43851 0.30542 -1.317 -0.741 -0.464
H 3.53869 0.25098 -1.37739 -0.823 0.170 2.082
H 2.99577 -1.38130 1.00421 -0.221 -0.356 0.869
H 2.45278 1.99672 0.05374 -1.010 1.655 -0.648
```
Positions in Å, forces in eV/Å.

Net charge ... +1
Kohn-Sham gap ... 9.3 eV
SMILES ... C1NC/[N+](=C2/CCC23CC3)N1
Strongest force on any atom ... 6.31 eV/A
Energy above the lowest of the compared OMol25 structures with the same formula, charge and spin ... 128.12 kcal per mole

=====

Entry 4:
A cluster of 5 separate species, C5H20N10O5 in total in a non-equilibrium geometry, computed with ωB97M-V/def2-TZVPD.

Geometry as XYZ:
```
40
Properties=species:S:1:pos:R:3:forces:R:3
C 17.41548 21.69010 -0.38694 0.112 0.971 -0.183
O 16.39001 21.18310 -0.78929 0.118 -0.637 -0.236
N 18.48018 22.07230 -1.13998 -0.257 -0.072 0.076
N 17.60055 22.03336 0.95494 0.091 -0.836 -0.391
H 19.24440 22.55126 -0.68904 0.188 -0.327 -0.357
H 18.44432 22.00872 -2.13967 -0.090 0.072 -0.030
H 16.81595 21.65615 1.45987 -0.095 0.703 0.477
H 17.88321 22.99292 1.05799 -0.235 0.008 0.586
C 21.93235 22.44851 -1.73854 -0.047 -0.067 -0.684
O 21.25562 22.58696 -0.72400 0.436 -0.041 0.186
N 21.63061 23.14753 -2.86683 -0.566 0.414 0.306
N 22.96310 21.56718 -1.86628 -0.746 0.601 0.327
H 22.23393 23.29881 -3.65443 0.156 -0.170 0.094
H 20.96408 23.87527 -2.65845 -0.009 -0.037 -0.522
H 23.09287 20.96232 -1.07800 0.611 -0.150 -0.181
H 23.44959 21.56700 -2.74034 0.315 -0.527 0.169
C 24.06318 21.90573 2.33564 0.589 -0.410 0.093
O 24.81518 22.85444 2.44972 -0.049 0.027 0.041
N 24.08948 20.81175 3.17100 -0.315 -0.378 -0.155
N 23.16900 21.80458 1.29881 0.958 0.385 0.879
H 24.84782 20.65244 3.80640 0.036 0.421 0.074
H 23.24114 20.30156 3.33847 0.066 -0.092 -0.040
H 22.63062 20.96914 1.18569 -0.600 0.353 -0.105
H 22.96110 22.72009 0.94278 -0.732 -0.387 -0.590
C 25.44654 17.64497 -3.13668 0.909 0.186 1.109
O 25.79550 16.51224 -2.86783 -0.434 -0.225 -0.610
N 24.76265 18.39623 -2.21395 -0.320 0.011 0.149
N 25.81168 18.32541 -4.26285 -0.268 0.073 -0.434
H 24.41560 17.90383 -1.41186 0.101 -0.014 0.034
H 24.50523 19.35713 -2.32253 -0.066 -0.056 -0.246
H 25.85939 19.32658 -4.23509 -0.001 0.012 -0.128
H 26.39221 17.84786 -4.92744 0.119 -0.044 0.125
C 20.22261 26.09123 -3.15361 -1.034 0.669 0.893
O 19.24534 25.40830 -3.39394 0.398 -0.398 -0.444
N 20.87676 26.04843 -1.95143 0.918 0.651 -0.287
N 20.69559 27.07873 -3.97665 0.169 0.072 -0.607
H 21.54701 26.78432 -1.81840 0.138 -0.238 0.492
H 20.64333 25.46615 -1.16863 -0.367 -0.091 -0.177
H 21.46072 27.68925 -3.75843 0.043 -0.160 0.220
H 20.26462 27.24401 -4.86757 -0.238 -0.271 0.077
```
Positions in Å, forces in eV/Å.

Net charge ... 0
Kohn-Sham gap ... 9.3 eV
SMILES ... NC(N)=O.NC(N)=O.NC(N)=O.NC(N)=O.NC(N)=O
Strongest force on any atom ... 1.52 eV/A
Energy above the lowest of the compared OMol25 structures with the same formula, charge and spin ... 30.32 kcal per mole

=====

Entry 5:
A structure of composition C8H4N6 in a non-equilibrium geometry, computed with ωB97M-V/def2-TZVPD.

Geometry as XYZ:
```
18
Properties=species:S:1:pos:R:3:forces:R:3
C -3.01590 0.90900 0.60006 -1.197 -1.025 1.176
C 0.97788 2.63762 -1.05941 0.902 0.287 -0.281
C -0.52192 1.55400 0.01067 0.834 1.051 -1.531
C 0.92769 -2.54953 -0.33862 2.684 -0.105 0.116
C -1.75095 1.12770 0.40857 1.563 -0.566 -0.413
C 0.46716 -1.41339 0.30022 -1.331 -0.601 -0.828
C -0.86746 -1.69296 -0.05273 1.378 -1.494 -0.640
C 1.02280 -0.23742 0.96211 -2.829 0.102 1.390
N -4.03900 0.46909 1.02079 0.267 0.691 -0.575
N -0.31972 2.63247 -0.83432 -0.188 -0.480 0.640
N 1.66071 1.64744 -0.39972 0.318 0.646 -1.004
N -0.07973 -3.28455 -0.82696 2.237 -1.280 -0.852
N -1.26461 -2.79573 -0.63281 -3.774 2.273 1.127
N 0.73554 0.94821 0.17495 -2.796 1.014 1.066
H 1.49987 3.38932 -1.73217 -0.726 -1.245 1.166
H 1.98840 -2.89502 -0.53036 -1.505 0.543 0.413
H 0.53764 -0.26312 2.02793 1.340 0.917 -1.782
H 2.04160 -0.18313 0.90180 2.821 -0.731 0.812
```
Positions in Å, forces in eV/Å.

Net charge ... 0
Kohn-Sham gap (alpha / beta) ... 6.7 / 6.0 eV
Strongest force on any atom ... 4.55 eV/A
Energy above the lowest of the compared OMol25 structures with the same formula, charge and spin ... 129.70 kcal per mole

=====

Entry 6:
A structure of composition C4H7NO, computed with ωB97M-V/def2-TZVPD.

Geometry as XYZ:
```
13
Properties=species:S:1:pos:R:3:forces:R:3
C -0.34883 -0.17821 0.87526 -0.119 -0.122 -0.027
C 1.19388 -0.13556 0.79863 -0.042 0.108 0.086
O 1.70913 -0.42774 -0.51921 -0.101 0.103 -0.095
C 0.80621 -0.38334 -1.51882 -0.166 0.014 -0.003
N -0.32932 0.20070 -1.41663 0.275 -0.219 0.357
C -0.70391 0.75686 -0.26543 0.970 0.095 -0.009
H -0.67743 -1.21539 0.73786 -0.003 0.112 -0.063
H -0.67267 0.18093 1.85831 0.074 -0.054 -0.234
H 1.58753 0.84552 1.08612 -0.097 -0.161 -0.064
H 1.61869 -0.89562 1.46131 -0.138 0.138 -0.141
H 1.17536 -0.82028 -2.44241 -0.117 0.039 0.157
H -3.02834 0.84971 -0.33955 0.259 0.194 0.012
H -2.33032 1.22241 -0.31544 -0.797 -0.246 0.024
```
Positions in Å, forces in eV/Å.

Net charge ... 0
Kohn-Sham gap ... 7.9 eV
Strongest force on any atom ... 0.98 eV/A
Energy above the lowest of the compared OMol25 structures with the same formula, charge and spin ... 121.12 kcal per mole

=====

Entry 7:
A structure of composition C18H12CuN4O9S, computed with ωB97M-V/def2-TZVPD.

Geometry as XYZ:
```
45
Properties=species:S:1:pos:R:3:forces:R:3
Cu -1.66470 -0.40741 0.27129 -0.132 0.213 -0.834
O 2.52956 -0.41582 4.96345 -0.044 -0.151 0.027
C 1.61842 -0.42387 3.94360 -0.021 0.097 -0.253
C 1.19054 0.76170 3.35573 0.169 0.113 -0.034
C 0.30014 0.68041 2.30058 0.015 -0.075 0.056
N -0.10388 -0.48597 1.82942 0.072 0.134 -0.038
C 0.21081 -1.61317 2.44747 -0.192 -0.047 -0.105
C 1.08980 -1.63417 3.51669 0.173 -0.165 0.063
C -0.70081 -2.78136 2.01337 0.096 0.124 0.240
O -0.39674 -3.91922 2.38837 0.051 0.013 -0.061
O -1.71514 -2.37299 1.39149 -0.070 -0.079 -0.210
C -0.50797 1.85107 1.74534 0.107 0.132 0.262
O -0.06798 2.99574 1.88281 -0.038 -0.081 -0.047
O -1.61979 1.47212 1.27111 0.065 0.070 0.087
H 2.79600 0.49611 5.11052 0.003 0.061 0.044
H 1.52028 1.72972 3.71782 -0.082 0.023 -0.030
H 1.32915 -2.56474 4.01318 -0.036 -0.007 -0.032
O -3.59572 4.52808 -4.50546 -0.052 0.025 -0.089
C -3.70954 3.29593 -4.66065 0.248 -0.353 0.269
O -4.25316 2.63905 -5.56669 -0.025 0.069 -0.025
C -3.06169 2.43561 -3.51525 -0.218 0.404 -0.241
C -2.43819 3.07321 -2.44977 0.088 -0.161 0.097
C -1.93637 2.32879 -1.39491 -0.043 0.219 -0.155
N -2.02973 1.00015 -1.37010 0.054 -0.430 0.564
C -2.58672 0.37059 -2.40626 -0.039 0.009 -0.135
C -3.11529 1.04969 -3.49437 0.083 -0.205 0.110
C -2.60404 -1.14191 -2.28284 -0.091 0.260 -0.374
O -2.97688 -1.82503 -3.22685 0.031 0.011 0.159
O -2.20158 -1.58432 -1.14747 0.097 -0.301 0.534
H -2.37130 4.15199 -2.45043 -0.024 0.003 -0.031
H -1.47371 2.80517 -0.54304 -0.019 -0.069 0.048
H -3.57089 0.48669 -4.29611 -0.016 0.078 -0.035
C 2.08050 -2.99052 -0.55626 -0.123 -0.133 -0.088
N 2.69536 -1.70725 -0.30570 -0.015 0.207 0.258
C 3.69605 -1.43376 0.61004 0.017 -0.103 0.149
C 3.89516 -0.10451 0.61581 0.024 0.142 0.049
N 3.01925 0.43468 -0.31048 0.021 -0.165 0.277
C 2.26522 -0.55066 -0.88313 0.280 0.062 -0.302
S 1.17151 -0.38593 -2.10845 -0.377 0.061 -0.120
H 2.43756 -3.70391 0.18301 0.002 0.023 0.024
H 2.31747 -3.33833 -1.56308 -0.010 0.026 0.019
H 0.99674 -2.90029 -0.47433 0.014 0.002 -0.013
H 4.15811 -2.20740 1.19658 -0.005 -0.011 -0.014
H 4.58377 0.49834 1.17861 -0.040 -0.012 0.057
H 2.80045 1.40773 -0.43468 0.003 -0.031 -0.124
```
Positions in Å, forces in eV/Å.

Net charge ... -2
Kohn-Sham gap (alpha / beta) ... 6.7 / 6.7 eV
Expectation value of S² ... 0.753
Spin multiplicity ... 2
Strongest force on any atom ... 0.87 eV/A
Energy above the lowest of the compared OMol25 structures with the same formula, charge and spin ... 24.96 kcal per mole

=====

Entry 8:
The molecule C17H11N3O in a non-equilibrium geometry, computed with ωB97M-V/def2-TZVPD.

Geometry as XYZ:
```
32
Properties=species:S:1:pos:R:3:forces:R:3
C -3.38673 -4.22635 -1.55586 -3.813 -2.356 0.581
C -2.64832 -3.21565 -1.24585 7.333 4.369 -4.516
C -2.80429 -2.59829 -0.11798 2.213 5.545 5.640
C -3.80841 -2.91641 0.82184 1.647 2.845 -0.416
N -4.73516 -3.74055 0.57035 0.550 -3.978 -3.188
C -4.35758 -4.44672 -0.59004 -2.312 -0.875 0.413
H -4.97937 -5.27792 -0.72466 -1.147 -1.050 -0.449
H -3.95442 -2.34507 1.69393 0.335 0.898 1.063
C -1.82614 -1.31425 0.31681 -9.249 -5.759 6.145
N -1.95517 -0.76529 1.55168 2.572 1.040 -2.300
O -0.78664 0.11963 1.31944 -1.276 4.421 9.244
C -0.21500 0.10114 0.19231 -6.206 -5.130 2.727
N -0.92747 -0.84568 -0.28262 7.766 -0.713 -15.129
C 0.91022 0.74999 -0.08740 5.026 5.917 -1.252
C 1.24465 1.89142 0.79565 2.633 -2.992 -0.413
C 2.54294 2.57112 0.57866 -4.915 -0.283 -1.055
C 2.86082 3.59909 1.52052 8.500 0.733 -9.359
C 4.03948 4.36155 1.07822 -8.038 -11.858 -7.400
C 4.54019 4.09948 -0.36213 4.155 7.966 9.314
C 4.28901 3.11567 -1.08009 -3.929 -3.305 -3.675
C 3.05244 2.47463 -0.78508 1.948 -3.533 1.243
C 2.80559 1.31702 -1.62711 -5.176 -0.034 -1.667
C 1.59697 0.53408 -1.34050 3.451 4.238 3.621
H 1.31275 -0.26165 -1.87623 -1.037 -2.672 -2.296
H 3.00150 1.32136 -2.81299 0.535 -0.034 3.077
H 4.61383 2.96395 -2.06244 1.173 -0.258 -1.157
H 5.40429 4.82456 -0.33666 -0.596 -1.000 -1.573
H 4.34586 5.09417 1.49387 4.100 9.165 5.536
H 2.52035 3.75896 2.37930 -3.398 0.859 6.982
H 0.82774 1.89373 1.84587 0.050 0.316 -1.566
H -1.73750 -2.81073 -2.02750 -2.677 -1.012 2.337
H -3.36973 -4.54132 -2.56367 -0.219 -1.472 -0.511
```
Positions in Å, forces in eV/Å.

Net charge ... 0
Kohn-Sham gap ... 7.9 eV
SMILES ... c1cncc(-c2noc(-c3ccc4ccccc4c3)n2)c1
Strongest force on any atom ... 17.02 eV/A
Energy above the lowest of the compared OMol25 structures with the same formula, charge and spin ... 133.06 kcal per mole